C32H46Br2Cl5GdNO8SSbSi4 | the ωB97M-V functional and the def2-TZVPD basis

Spin multiplicity: 8
Charge: -2
Expectation value of S²: 16.03
Highest occupied orbital energy (alpha / beta), Eh: -0.1239 / -0.1237
Gap between HOMO and LUMO (alpha / beta), eV: 6.9 / 5.0

Atoms and positions in Å:
Gd -1.485 -1.658 -0.606
O 1.366 -1.515 -3.950
C 0.478 -1.680 -3.117
O 0.513 -1.356 -1.901
C -0.856 -2.316 -3.593
O -1.002 -2.525 -4.788
O -1.781 -2.410 -2.660
Cl -5.758 4.665 -0.688
C -4.741 3.280 -0.911
C -4.655 2.741 -2.190
C -3.763 1.756 -2.479
Cl -3.755 1.024 -4.059
C -2.853 1.167 -1.481
O -2.055 0.235 -1.745
C -2.976 1.790 -0.186
C -2.281 1.276 0.927
O -1.529 0.327 0.946
C -4.006 2.749 0.070
H -5.293 3.234 -2.952
H -2.575 1.697 1.929
H -4.127 3.075 1.113
Br -6.528 0.257 0.379
C -5.743 -1.237 1.187
C -6.512 -1.915 2.151
C -5.984 -2.983 2.835
Br -7.015 -3.907 4.167
C -4.611 -3.299 2.762
C -3.965 -4.287 3.546
C -2.621 -4.525 3.315
C -1.895 -3.739 2.399
N -2.490 -2.852 1.670
C -3.824 -2.660 1.767
C -4.438 -1.663 0.854
O -3.777 -1.239 -0.146
H -7.545 -1.672 2.226
H -4.526 -4.844 4.260
H -2.066 -5.264 3.879
H -0.844 -3.910 2.255
C 1.789 -3.035 2.845
C 1.255 -2.863 1.451
C 2.108 -3.522 0.389
O 0.282 -2.156 1.227
H 2.905 -3.117 2.877
H 1.437 -4.003 3.164
H 1.505 -2.281 3.563
H 2.802 -4.194 0.848
H 2.689 -2.657 -0.057
H 1.541 -4.039 -0.374
C 5.501 -0.377 -1.172
Si 4.441 0.754 -2.263
C 5.550 2.173 -2.856
C 4.049 -0.167 -3.766
Sb 2.419 1.435 -0.816
Si 3.475 3.580 0.121
C 3.654 5.116 -0.964
C 5.175 3.191 0.857
C 2.372 4.172 1.449
Si 1.143 2.847 -2.621
C 0.167 1.662 -3.664
C 2.245 3.781 -3.814
C 0.066 4.036 -1.683
H 6.491 -0.525 -1.668
H 4.905 -1.311 -1.231
H 5.607 -0.073 -0.118
H 6.239 1.710 -3.596
H 6.179 2.590 -2.071
H 4.994 2.981 -3.279
H 4.978 -0.241 -4.359
H 3.299 0.311 -4.426
H 3.597 -1.091 -3.563
H 4.347 5.062 -1.837
H 4.030 5.897 -0.296
H 2.722 5.461 -1.316
H 5.880 3.006 0.065
H 5.090 2.264 1.383
H 5.532 4.034 1.441
H 1.323 4.266 1.198
H 2.776 5.205 1.700
H 2.416 3.583 2.356
H 0.890 1.009 -4.180
H -0.337 2.264 -4.432
H -0.452 1.007 -3.145
H 2.794 3.020 -4.410
H 2.899 4.498 -3.395
H 1.619 4.299 -4.590
H -0.560 3.444 -0.986
H -0.576 4.660 -2.353
H 0.678 4.673 -1.042
C -0.562 -1.421 6.051
S -1.089 -0.186 4.807
C -2.606 -1.008 4.293
H -1.183 -1.455 6.944
H 0.443 -1.258 6.355
H -0.555 -2.399 5.598
H -2.446 -2.077 4.137
H -2.915 -0.604 3.350
H -3.363 -0.794 5.015
Cl -2.598 -7.650 0.594
Si -1.414 -6.022 -0.368
Cl -0.352 -7.137 -1.845
Cl 0.230 -6.146 1.290

C32H46BrCl52IN2O5P3S | the ωB97M-V functional and the def2-TZVPD basis

Charge: +1
Highest occupied orbital energy, Eh: -0.4153
Gap between HOMO and LUMO, eV: 6.7

Atoms and positions in Å:
C 1.870 1.154 5.475
C 2.787 0.985 4.092
P 1.682 1.011 2.531
C 2.565 -0.209 1.308
C 1.579 -1.455 0.846
C 1.743 2.698 1.636
N 2.899 3.417 1.307
N 4.199 3.014 1.571
C 2.379 4.666 0.567
I 2.489 3.850 -1.510
P 3.566 6.159 0.330
O 4.991 5.985 1.367
Br 4.312 6.191 -1.862
C 0.866 4.947 1.223
C 0.174 6.107 0.303
C -1.448 6.076 0.177
C -2.300 5.679 1.500
C -3.681 4.860 1.026
C -4.129 4.003 2.392
O -5.362 3.222 2.210
C -5.110 1.881 1.665
C -6.389 1.158 0.867
O -3.992 1.163 1.777
P 0.907 5.627 3.049
O -0.007 7.112 3.249
O 0.175 4.504 4.211
S 2.684 5.959 3.747
C 0.284 3.416 1.241
Cl -0.710 2.739 -0.166
H 2.242 0.414 6.324
H 0.767 0.805 5.219
H 1.891 2.278 5.814
H 3.251 -0.109 4.171
H 3.698 1.727 4.065
H 2.819 0.396 0.327
H 3.596 -0.584 1.774
H 0.470 -1.328 1.202
H 2.091 -2.445 1.227
H 1.596 -1.488 -0.324
H 4.843 3.383 0.835
H 4.512 3.266 2.535
H 5.187 6.868 1.832
H 0.466 7.194 0.702
H 0.581 6.115 -0.821
H -1.723 5.357 -0.733
H -1.785 7.162 -0.185
H -1.781 4.969 2.269
H -2.702 6.641 2.061
H -3.407 4.068 0.187
H -4.525 5.574 0.641
H -4.400 4.850 3.189
H -3.228 3.414 2.852
H -6.261 0.002 1.026
H -6.325 1.440 -0.270
H -7.369 1.552 1.401
H -0.871 6.951 3.731
H -0.824 4.577 4.187
H -0.385 3.054 2.162
C -1.072 -2.167 4.143
Cl -1.299 -3.300 2.800
Cl 0.061 -2.832 5.333
Cl -0.499 -0.601 3.546
H -2.037 -2.017 4.633
C 8.090 4.293 -0.222
Cl 9.127 5.644 0.267
Cl 7.659 3.299 1.180
Cl 6.632 4.891 -1.033
H 8.646 3.671 -0.928
C -5.071 -3.685 1.522
Cl -6.395 -4.497 2.376
Cl -5.374 -3.668 -0.223
Cl -4.856 -2.036 2.133
H -4.150 -4.244 1.706
C 4.117 8.227 -4.950
Cl 4.994 9.554 -4.169
Cl 2.511 8.763 -5.470
Cl 5.039 7.598 -6.326
H 3.993 7.421 -4.222
C -4.510 -7.838 0.505
Cl -3.473 -6.488 0.995
Cl -4.941 -8.832 1.907
Cl -5.968 -7.241 -0.305
H -3.954 -8.461 -0.201
C -7.771 5.925 1.753
Cl -9.095 5.114 2.606
Cl -8.074 5.942 0.007
Cl -7.556 7.574 2.363
H -6.850 5.367 1.937
C -1.754 -8.666 -2.877
Cl -3.352 -9.110 -2.255
Cl -1.872 -7.259 -3.947
Cl -0.635 -8.341 -1.542
H -1.364 -9.507 -3.456
C -8.279 -9.984 0.942
Cl -8.969 -8.545 1.712
Cl -8.741 -11.446 1.829
Cl -8.797 -10.093 -0.749
H -7.190 -9.897 0.964
C 7.245 -0.906 0.546
Cl 6.151 -2.249 0.171
Cl 8.625 -0.899 -0.566
Cl 6.381 0.639 0.474
H 7.622 -1.043 1.562
C 5.323 8.433 5.136
Cl 5.468 8.632 3.382
Cl 6.851 7.860 5.826
Cl 4.830 9.956 5.897
H 4.552 7.684 5.335
C 2.764 12.116 -2.843
Cl 3.801 13.467 -2.353
Cl 2.333 11.122 -1.441
Cl 1.306 12.714 -3.654
H 3.320 11.494 -3.549
C -4.577 -9.152 -6.652
Cl -4.432 -8.953 -8.407
Cl -3.049 -9.726 -5.963
Cl -5.070 -7.629 -5.892
H -5.348 -9.901 -6.453
C 9.721 -4.543 1.289
Cl 9.031 -3.104 2.059
Cl 9.259 -6.005 2.176
Cl 9.203 -4.652 -0.402
H 10.810 -4.456 1.311
C 4.290 -5.530 -0.065
Cl 3.648 -3.963 -0.588
Cl 4.978 -5.408 1.563
Cl 3.023 -6.768 -0.114
H 5.085 -5.823 -0.754
C 1.015 -9.558 -6.476
Cl -0.024 -10.908 -6.963
Cl 0.909 -8.236 -7.651
Cl 0.576 -8.988 -4.857
H 2.049 -9.912 -6.448
C -11.897 -8.197 -1.353
Cl -13.221 -9.008 -0.499
Cl -12.200 -8.180 -3.098
Cl -11.682 -6.548 -0.742
H -10.976 -8.755 -1.169
C 2.676 -7.917 -11.065
Cl 2.450 -9.050 -12.409
Cl 3.809 -8.581 -9.876
Cl 3.249 -6.350 -11.663
H 1.711 -7.767 -10.575